C3H13N2 | ωB97M-V/def2-TZVPD

Each line ends with the Löwdin charge.
Positions of all 18 atoms, in Å:
N 1.091 -1.825 1.221  -0.11
H 1.745 -1.400 1.857  -0.02
H 0.431 -2.337 1.787  -0.01
H 0.283 -0.482 0.444  0.07
H 1.625 -2.507 0.670  0.01
C 0.254 1.588 0.371  -0.14
N -0.156 0.268 -0.155  -0.27
C -1.660 0.105 -0.123  -0.11
C 0.286 0.174 -1.589  -0.10
H -0.115 1.693 1.409  0.07
H -0.166 2.386 -0.250  0.09
H 1.349 1.619 0.394  0.07
H -1.948 -0.916 -0.437  0.08
H -1.976 0.293 0.903  0.06
H -2.145 0.872 -0.742  0.09
H -0.241 -0.674 -2.048  0.08
H 1.361 0.039 -1.635  0.07
H -0.017 1.103 -2.075  0.09

Cartesian forces (eV/Å) of the 2 atoms listed first:
0.0 0.0 -0.7
0.5 0.3 0.5

Properties
Lowest unoccupied orbital energy (alpha / beta): 1.1 / 0.7 eV
Expectation value of S²: 0.75
Highest occupied orbital energy (alpha / beta): -2.461 / -10.796 eV
HOMO-LUMO gap (alpha / beta): 3.569 / 11.541 eV
Total charge: 0
2S+1: 2

C3H13N2 | ωB97M-V/def2-TZVPD

Each line ends with the Löwdin charge.
Positions of all 18 atoms, in Å:
N -2.785 -2.212 0.523  0.02
H -3.624 -1.680 0.709  0.03
H -2.890 -2.603 -0.405  0.03
H -2.819 -3.000 1.155  0.03
C 0.648 0.537 0.569  -0.17
C 0.971 0.971 -0.852  -0.24
C 2.332 1.679 -0.931  -0.08
N -0.499 -0.426 0.551  0.16
H 1.467 0.008 1.061  0.14
H 0.413 1.368 1.232  0.14
H 0.172 1.626 -1.207  0.12
H 0.986 0.093 -1.505  0.12
H 2.417 2.472 -0.191  0.08
H 3.140 0.978 -0.725  0.08
H 2.436 2.071 -1.939  0.08
H -1.295 -0.078 0.017  0.15
H -0.231 -1.291 0.084  0.15
H -0.832 -0.710 1.470  0.15

Cartesian forces (eV/Å) of the 2 atoms listed first:
0.2 0.2 0.0
-0.2 0.0 0.0

Properties
Lowest unoccupied orbital energy: -3.3 eV
Highest occupied orbital energy: -14.854 eV
HOMO-LUMO gap: 11.537 eV
Total charge: +1
2S+1: 1

For reference, energy above the lowest of the compared OMol25 structures with the same formula, charge and spin by record: 11.7, 10.5 kcal per mole.